Record 1
Molecular formula: C30H34AsCl5CoGe2S4Te
Method: DFT, wB97M-V/def2-TZVPD

- E: -356407.1705 eV
- ⟨S²⟩: 0.87
- LUMO (spin up / spin down): 4.0 / 4.0 eV
- HOMO level (spin up / spin down): -2.513 / -2.543 eV

The geometry in ORCA input format:
```
! wB97M-V def2-TZVPD RIJCOSX def2/J DEFGRID3
* xyz -2 2
Co 0.000 -0.127 -1.896
S 3.067 -1.965 -5.319
As 2.659 -1.698 -3.286
S 0.526 -2.144 -2.853
S 2.078 0.452 -2.953
S 3.994 -2.408 -1.827
C -4.484 2.232 -0.885
C -3.248 1.799 -1.679
Ge -1.805 0.953 -0.616
C -1.156 2.157 0.805
C -2.205 2.740 1.753
C -2.788 -0.281 0.541
C -2.256 -1.465 0.840
Ge -0.887 -2.019 -0.516
C 0.741 -2.634 0.402
C 0.736 -3.834 1.348
C -2.036 -3.202 -1.633
C -2.128 -4.707 -1.364
C -2.819 -2.300 1.953
C -2.584 -3.670 2.041
C -3.119 -4.443 3.064
C -3.898 -3.858 4.049
C -4.120 -2.486 4.002
C -3.583 -1.724 2.977
H -5.285 2.549 -1.561
H -4.280 3.069 -0.217
H -4.889 1.422 -0.274
H -2.849 2.650 -2.233
H -3.550 1.060 -2.422
H -0.554 2.963 0.387
H -0.467 1.545 1.393
H -2.811 3.511 1.274
H -1.715 3.208 2.612
H -2.888 1.983 2.145
H -3.683 0.068 1.062
H 1.076 -1.750 0.958
H 1.480 -2.786 -0.381
H 0.133 -3.671 2.242
H 1.757 -4.043 1.680
H 0.369 -4.741 0.860
H -1.702 -3.074 -2.661
H -3.025 -2.738 -1.570
H -1.143 -5.153 -1.205
H -2.570 -5.220 -2.224
H -2.749 -4.948 -0.503
H -1.967 -4.144 1.295
H -2.915 -5.507 3.088
H -4.313 -4.456 4.852
H -4.703 -2.004 4.778
H -3.738 -0.653 2.980
C 4.015 2.050 -0.895
Te 2.081 1.266 -0.314
C 3.543 0.100 0.929
C 4.637 1.048 1.258
C 5.356 1.057 2.447
C 6.304 2.040 2.700
C 6.533 3.045 1.768
C 5.803 3.062 0.586
C 4.870 2.072 0.323
H 3.899 2.997 -1.415
H 4.319 1.268 -1.591
H 3.844 -0.659 0.199
H 3.092 -0.378 1.798
H 5.160 0.289 3.188
H 6.857 2.030 3.632
H 7.264 3.819 1.969
H 5.948 3.862 -0.131
Cl 2.077 2.913 1.582
C 0.794 2.769 -1.693
C -0.101 1.854 -2.236
C -0.688 2.106 -3.469
Cl -1.499 0.774 -4.256
C -0.502 3.314 -4.126
Cl -1.274 3.610 -5.648
C 0.324 4.274 -3.540
Cl 0.531 5.812 -4.321
C 0.986 3.963 -2.353
Cl 2.123 5.132 -1.696
*
```

Löwdin population analysis, charges in e, atoms 1 to 2: Co -0.30; S -0.17


Record 2
Molecular formula: CH13NO4
Method: DFT, wB97M-V/def2-TZVPD

- E: -10918.5710 eV
- ⟨S²⟩: 0.75
- LUMO (spin up / spin down): -3.7 / -9.5 eV
- HOMO level (spin up / spin down): -13.689 / -13.689 eV

The geometry in ORCA input format:
```
! wB97M-V def2-TZVPD RIJCOSX def2/J DEFGRID3
* xyz 1 2
C 1.985 -1.496 1.810
N 0.656 -1.704 1.369
H 2.644 -2.357 1.682
H 1.962 -1.259 2.899
H 2.452 -0.589 1.419
H 0.134 -2.283 2.046
H 0.046 -0.868 1.256
H 0.057 -2.070 -0.540
H -0.162 -2.657 -1.943
O -0.298 -1.862 -1.416
H -2.522 0.314 -3.296
H -1.443 -0.349 -2.446
O -1.628 0.448 -2.964
H -0.572 5.296 0.464
H 0.239 4.191 -0.249
O -0.643 4.556 -0.154
H -0.554 0.559 -0.571
H -1.583 1.325 0.296
O -0.771 0.804 0.336
*
```

natural (NBO) population analysis, charges in e, atoms 1 to 2: C -0.50; N -0.31


Record 3
Molecular formula: C5H13NO2
Method: DFT, wB97M-V/def2-TZVPD

- E: -10980.8610 eV
- LUMO: 0.7 eV
- HOMO level: -9.553 eV
- SMILES: CNC(=O)C(C)C.O

The geometry in ORCA input format:
```
! wB97M-V def2-TZVPD RIJCOSX def2/J DEFGRID3
* xyz 0 1
C 1.707 0.343 -1.480
N 0.809 -0.802 -1.328
C -0.005 -0.983 -0.244
O -0.660 -2.000 -0.106
C -0.093 0.173 0.764
C -1.418 0.044 1.472
C 1.150 0.062 1.660
H 1.199 1.245 -1.838
H 2.327 0.145 -2.340
H 2.316 0.530 -0.602
H 1.083 -1.576 -1.910
H 0.048 1.012 0.130
H -1.482 -0.885 2.026
H -1.604 0.962 2.027
H -2.179 0.005 0.748
H 0.771 0.097 2.676
H 1.800 0.930 1.689
H 1.764 -0.823 1.674
O -2.719 0.674 -1.370
H -2.367 -0.218 -1.442
H -2.449 1.065 -2.206
*
```

natural (NBO) population analysis, charges in e, atoms 1 to 2: C -0.43; N -0.63


Record 4
Molecular formula: C14H29BO18S
Method: DFT, wB97M-V/def2-TZVPD

- E: -63353.7775 eV
- LUMO: -0.2 eV
- HOMO level: -10.439 eV

The geometry in ORCA input format:
```
! wB97M-V def2-TZVPD RIJCOSX def2/J DEFGRID3
* xyz 0 1
C -1.674 -5.089 -1.325
C -0.552 -4.408 -1.456
O 0.657 -5.051 -1.666
S 2.007 -4.172 -1.839
O 2.117 -3.239 -0.750
O 1.450 -3.301 -3.173
O 1.603 -1.898 -2.898
B 0.396 -1.259 -3.236
O -0.298 -1.643 -4.351
O 0.069 -0.184 -2.447
H -2.603 -4.549 -1.256
H -1.694 -6.165 -1.259
H -0.493 -3.335 -1.328
H -1.018 -2.259 -4.207
H -0.561 -0.368 -1.751
C 2.894 -2.407 1.981
O 2.566 -1.829 3.258
C 2.477 -0.504 3.252
O 2.654 0.217 2.303
O 2.144 -0.098 4.479
C 2.048 1.322 4.624
H 2.930 -3.479 2.147
H 2.130 -2.163 1.253
H 3.861 -2.043 1.639
H 1.301 1.732 3.947
H 3.011 1.794 4.436
H 1.744 1.491 5.653
C -3.744 4.644 4.526
O -3.708 4.014 3.239
C -2.529 3.479 2.924
O -1.542 3.490 3.612
O -2.624 2.931 1.712
C -1.406 2.331 1.246
H -4.755 5.025 4.634
H -3.527 3.922 5.310
H -3.026 5.460 4.570
H -1.098 1.526 1.911
H -0.615 3.073 1.176
H -1.639 1.939 0.260
C 7.809 -2.741 -1.722
O 6.930 -1.934 -2.510
C 5.940 -1.366 -1.816
O 5.755 -1.492 -0.633
O 5.201 -0.648 -2.655
C 4.098 0.031 -2.039
H 8.549 -3.128 -2.416
H 8.291 -2.143 -0.952
H 7.264 -3.560 -1.257
H 4.449 0.745 -1.297
H 3.424 -0.684 -1.572
H 3.588 0.555 -2.842
C -5.407 3.423 0.357
O -5.939 2.255 -0.289
C -5.856 2.276 -1.614
O -5.388 3.161 -2.282
O -6.380 1.143 -2.089
C -6.358 1.042 -3.516
H -5.535 3.261 1.421
H -4.354 3.538 0.126
H -5.957 4.308 0.042
H -5.335 1.077 -3.887
H -6.934 1.848 -3.966
H -6.810 0.082 -3.746
*
```

natural (NBO) population analysis, charges in e, atoms 1 to 2: C -0.44; C 0.10


Record 5
Molecular formula: CHAg2Cl3F3
Method: DFT, wB97M-V/def2-TZVPD

- E: -54742.8233 eV
- ⟨S²⟩: 3.79
- LUMO (spin up / spin down): -8.8 / -14.2 eV
- HOMO level (spin up / spin down): -20.198 / -19.617 eV

The geometry in ORCA input format:
```
! wB97M-V def2-TZVPD RIJCOSX def2/J DEFGRID3
* xyz 2 4
Ag 0.184 -2.822 0.555
Ag 1.678 -0.613 -1.677
F 1.541 -3.037 -1.310
F -0.588 -1.311 -1.163
F 1.559 -0.983 0.678
C -0.851 1.611 0.557
Cl 0.072 2.027 2.052
Cl -0.115 2.275 -0.871
Cl -2.455 2.316 0.591
H -1.024 0.535 0.587
*
```

natural (NBO) population analysis, charges in e, atoms 1 to 2: Ag 1.18; Ag 1.04


Record 6
Molecular formula: C11H18N3S
Method: DFT, wB97M-V/def2-TZVPD

- E: -26995.2516 eV
- LUMO: -3.7 eV
- HOMO level: -11.922 eV

The geometry in ORCA input format:
```
! wB97M-V def2-TZVPD RIJCOSX def2/J DEFGRID3
* xyz 1 1
C -1.210 -0.595 -0.427
C -2.428 -0.318 -1.039
C -0.132 0.699 -2.121
C -0.044 0.110 -0.864
C -2.412 0.400 -2.274
C 1.323 0.023 1.217
C -3.683 0.219 -3.051
C 2.472 -0.045 -0.815
C 0.320 0.517 3.355
C -0.344 1.868 1.568
C 2.677 -2.550 0.904
N -1.259 0.879 -2.750
N 1.173 0.026 -0.170
N 0.435 0.704 1.961
S 2.432 -1.053 2.078
H -1.054 -1.242 0.445
H -3.230 -0.818 -0.725
H 0.820 1.053 -2.559
H -3.767 -0.796 -2.976
H -4.371 0.910 -2.497
H -3.378 0.463 -4.067
H 2.714 -0.990 -1.382
H 2.287 0.669 -1.547
H 3.260 0.160 -0.181
H -0.787 0.748 3.627
H 1.022 1.102 3.932
H 0.826 -0.390 3.595
H -1.389 1.831 1.881
H -0.355 1.934 0.423
H 0.073 2.890 1.859
H 2.881 -3.341 1.648
H 3.500 -2.210 0.316
H 1.627 -2.855 0.637
*
```

natural (NBO) population analysis, charges in e, atoms 1 to 2: C -0.16; C -0.24


Record 7
Molecular formula: C11H8ClGaNO4
Method: DFT, wB97M-V/def2-TZVPD

- E: -86078.4910 eV
- LUMO: -14.8 eV
- HOMO level: -18.578 eV

The geometry in ORCA input format:
```
! wB97M-V def2-TZVPD RIJCOSX def2/J DEFGRID3
* xyz 3 1
Ga -1.173 -0.770 -0.065
O -1.915 -1.036 3.350
C -1.380 -0.817 2.365
C -1.005 -0.705 -2.535
O -1.236 -0.889 -3.637
C -1.856 1.261 -0.112
O -2.392 2.277 -0.163
C 0.395 -2.189 -0.056
O 1.099 -3.106 -0.122
C -2.825 -1.801 0.304
H -2.544 -2.738 0.823
H -3.577 -1.181 0.838
C -2.776 -1.749 -1.134
H -3.497 -1.084 -1.656
H -2.522 -2.671 -1.690
Cl 3.879 1.274 2.883
C 2.998 1.375 1.417
C 3.453 2.211 0.395
C 2.708 2.271 -0.778
C 1.519 1.523 -0.882
N 1.106 0.725 0.096
C 1.810 0.622 1.227
H 4.366 2.789 0.530
H 3.029 2.885 -1.612
H 0.893 1.577 -1.779
H 1.442 -0.057 1.995
*
```

natural (NBO) population analysis, charges in e, atoms 1 to 2: Ga 1.01; O -0.26


Record 8
Molecular formula: C42H66O31S
Method: DFT, wB97M-V/def2-TZVPD

- E: -118934.2489 eV
- LUMO: 0.0 eV
- HOMO level: -9.759 eV

The geometry in ORCA input format:
```
! wB97M-V def2-TZVPD RIJCOSX def2/J DEFGRID3
* xyz 0 1
C -0.993 -1.530 3.606
C -0.622 -2.949 4.019
C -0.803 -3.350 5.485
O -1.359 -4.668 5.378
C -1.796 -4.911 4.136
O -2.320 -5.912 3.774
O -1.589 -3.811 3.381
H -0.443 -0.902 4.310
H -2.031 -1.293 3.389
H -0.549 -1.340 2.627
H 0.363 -3.248 3.661
H -1.561 -2.795 6.041
H 0.146 -3.351 6.016
C -3.625 -4.824 -0.273
C -2.863 -3.498 -0.459
C -1.387 -3.728 -0.088
O -0.705 -3.347 -1.277
C -1.555 -3.120 -2.277
O -1.241 -2.748 -3.372
O -2.833 -3.211 -1.879
H -3.086 -5.715 -0.583
H -4.566 -4.779 -0.829
H -3.959 -4.853 0.767
H -3.378 -2.681 0.031
H -1.125 -4.737 0.204
H -1.319 -3.004 0.727
C -4.072 -0.892 -4.830
C -3.735 0.272 -3.897
C -2.254 0.372 -3.426
O -1.940 1.725 -3.679
C -2.934 2.368 -4.319
O -2.892 3.538 -4.560
O -3.863 1.488 -4.654
H -4.431 -1.669 -4.148
H -3.161 -1.260 -5.295
H -4.893 -0.650 -5.496
H -4.389 0.268 -3.023
H -1.613 -0.285 -4.019
H -2.137 0.086 -2.380
C 1.250 -7.281 5.024
C 1.698 -6.957 3.604
C 0.949 -7.608 2.435
O 0.887 -6.551 1.480
C 1.109 -5.365 2.074
O 0.999 -4.307 1.556
O 1.401 -5.579 3.395
H 1.877 -6.774 5.754
H 1.258 -8.369 5.115
H 0.246 -6.891 5.197
H 2.773 -7.147 3.514
H -0.042 -7.944 2.738
H 1.546 -8.446 2.085
C 2.367 0.771 -6.072
C 2.053 0.371 -4.634
C 2.348 -1.104 -4.315
O 3.071 -1.028 -3.075
C 3.528 0.227 -2.906
O 4.209 0.589 -1.989
O 2.922 1.058 -3.748
H 1.875 0.039 -6.717
H 3.439 0.750 -6.275
H 1.989 1.767 -6.294
H 0.970 0.527 -4.601
H 2.901 -1.618 -5.105
H 1.448 -1.702 -4.170
C 6.006 -2.105 2.129
C 4.494 -2.305 2.124
C 3.950 -3.301 3.120
O 2.783 -2.680 3.635
C 2.831 -1.356 3.352
O 2.122 -0.549 3.859
O 3.790 -1.102 2.447
H 6.473 -3.086 2.071
H 6.276 -1.594 3.055
H 6.281 -1.471 1.290
H 4.213 -2.645 1.123
H 4.675 -3.538 3.905
H 3.696 -4.240 2.632
C -0.753 6.218 -3.280
C 0.444 5.528 -3.936
C 0.654 4.119 -3.357
O 0.492 3.272 -4.499
C 0.256 3.987 -5.595
O 0.050 3.472 -6.657
O 0.073 5.277 -5.304
H -1.682 5.775 -3.650
H -0.878 7.267 -3.555
H -0.741 6.154 -2.193
H 1.325 6.157 -3.829
H -0.129 3.859 -2.647
H 1.686 3.969 -3.040
C -3.409 1.870 2.896
C -4.446 1.688 1.787
C -3.924 1.535 0.324
O -4.429 0.303 -0.114
C -4.894 -0.399 0.944
O -5.211 -1.550 0.865
O -5.038 0.394 2.002
H -3.221 2.947 2.963
H -2.505 1.316 2.644
H -3.789 1.593 3.876
H -5.232 2.441 1.865
H -2.836 1.596 0.381
H -4.247 2.444 -0.186
C -1.261 4.263 0.613
C -2.103 5.449 0.957
C -2.020 5.954 2.406
O -2.050 7.369 2.266
C -1.682 7.713 1.038
O -1.481 8.825 0.665
O -1.686 6.626 0.221
H -0.196 4.485 0.699
H -1.473 3.930 -0.408
H -1.472 3.352 1.180
H -3.133 5.347 0.604
H -1.154 5.698 3.023
H -2.871 5.667 3.029
C 3.335 2.837 1.918
C 4.050 3.930 1.109
C 4.504 3.499 -0.316
O 3.823 4.348 -1.223
C 3.054 5.186 -0.538
O 2.332 6.020 -1.007
O 3.054 4.912 0.776
H 4.040 2.369 2.603
H 2.824 2.143 1.251
H 2.572 3.285 2.556
H 4.897 4.330 1.665
H 4.289 2.436 -0.404
H 5.578 3.651 -0.422
C 1.298 -1.198 0.140
S 0.120 0.160 0.397
O -1.286 -0.333 0.113
C 0.601 0.946 -1.179
H 2.312 -0.789 0.166
H 1.143 -1.769 -0.770
H 1.245 -1.801 1.050
H 1.684 1.025 -1.255
H 0.184 1.956 -1.192
H 0.162 0.435 -2.034
*
```

Löwdin population analysis, charges in e, atoms 1 to 2: C 0.00; C -0.29


Record 9
Molecular formula: C3H5F3N2O2
Method: DFT, wB97M-V/def2-TZVPD

- E: -18415.1279 eV
- LUMO: 0.6 eV
- HOMO level: -9.713 eV
- SMILES: [H]/N=C\C(F)(F)F.C=[N+]([O-])O

The geometry in ORCA input format:
```
! wB97M-V def2-TZVPD RIJCOSX def2/J DEFGRID3
* xyz 0 1
H 2.220 -1.607 -0.791
N 2.249 -1.260 0.144
C 1.729 -0.158 0.388
C 1.542 0.818 -0.788
F 0.367 1.424 -0.873
F 1.672 0.121 -1.950
F 2.514 1.729 -0.914
H 1.542 0.212 1.360
C -2.167 -0.499 1.406
N -1.665 -0.284 0.284
O -0.645 -0.762 -0.182
O -2.559 0.472 -0.528
H -3.126 0.033 1.417
H -1.682 -1.203 2.123
H -1.990 0.966 -1.096
*
```

natural (NBO) population analysis, charges in e, atoms 1 to 2: H 0.37; N -0.56


Record 10
Molecular formula: ClFH2
Method: DFT, wB97M-V/def2-TZVPD

- E: -15272.3086 eV
- LUMO: 0.8 eV
- HOMO level: -11.842 eV
- SMILES: Cl.F

The geometry in ORCA input format:
```
! wB97M-V def2-TZVPD RIJCOSX def2/J DEFGRID3
* xyz 0 1
Cl 0.795 -0.117 1.186
H 1.204 -0.163 -0.026
F -1.115 0.580 -0.650
H -0.885 -0.300 -0.511
*
```

natural (NBO) population analysis, charges in e, atoms 1 to 2: Cl -0.26; H 0.26